# 1
This record from the Open Molecules 2025 dataset describes a single C16H15N5S molecule. The level of theory is the ωB97M-V functional and the def2-TZVPD basis.

Structure (XYZ):
```
37
Properties=species:S:1:pos:R:3:forces:R:3:lowdin_charge:R:1
C -2.6844 -3.4326 0.6507 0.0 -0.1 0.0 0.011
C -1.6074 -2.7980 0.2300 0.1 0.2 0.0 -0.161
C -1.0778 -1.5372 0.8524 -0.1 -0.4 0.4 -0.161
N -0.7053 -0.5618 -0.1407 0.3 0.5 -0.5 -0.004
C 0.5013 -0.4886 -0.7741 0.0 0.0 0.0 -0.620
S 1.7562 -1.6606 -0.5354 0.3 -0.4 -0.1 0.985
C 3.1164 -0.8011 -1.4220 -0.4 -0.1 0.2 -0.391
C 3.7914 0.1788 -0.5250 0.2 0.1 0.1 -0.290
C 4.8086 -0.2157 0.3379 -0.1 0.2 -0.1 -0.040
C 5.3903 0.7265 1.1683 -0.1 -0.1 0.0 -0.061
C 4.9220 2.0308 1.1089 0.2 -0.1 0.2 -0.155
N 3.9512 2.4154 0.2988 -0.1 0.5 0.1 0.065
C 3.4013 1.5169 -0.4961 -0.1 -0.3 -0.3 -0.107
N 0.5503 0.5523 -1.5649 0.9 -0.6 0.0 0.019
N -0.6173 1.1891 -1.4576 -1.2 0.6 0.1 0.086
C -1.3825 0.5349 -0.6217 0.4 -0.1 -0.2 -0.252
C -2.7345 0.9399 -0.2844 -0.6 0.2 0.2 -0.145
C -3.7609 0.0282 -0.0422 0.1 0.2 0.0 -0.010
C -5.0196 0.5244 0.2576 0.0 -0.3 0.0 -0.143
N -5.3057 1.8125 0.3206 -0.5 0.1 0.1 0.056
C -4.3358 2.6761 0.0656 0.3 0.2 -0.1 -0.139
C -3.0398 2.3011 -0.2409 0.0 -0.3 0.0 -0.001
H -3.0207 -4.3445 0.1891 0.0 -0.2 -0.1 0.059
H -3.2683 -3.0742 1.4836 -0.1 0.1 0.2 0.066
H -1.0241 -3.1715 -0.6007 0.0 -0.1 -0.1 0.099
H -0.1712 -1.7800 1.4228 -0.2 0.2 0.0 0.115
H -1.8129 -1.0916 1.5278 0.1 -0.1 0.0 0.132
H 2.6520 -0.3192 -2.2799 0.1 -0.1 -0.1 0.075
H 3.7910 -1.5979 -1.7344 -0.1 0.0 -0.1 0.081
H 5.1362 -1.2464 0.3557 0.0 -0.1 0.0 0.115
H 6.1849 0.4545 1.8458 0.1 0.0 0.1 0.100
H 5.3396 2.8054 1.7387 0.1 0.0 0.1 0.102
H 2.6064 1.8701 -1.1400 0.0 -0.1 -0.1 0.103
H -3.5981 -1.0354 -0.1172 0.0 -0.1 0.0 0.088
H -5.8448 -0.1477 0.4555 0.0 -0.1 0.0 0.106
H -4.6169 3.7197 0.1138 0.1 0.1 0.0 0.106
H -2.2709 3.0275 -0.4466 0.1 0.1 0.0 0.111
```
Positions in Å, forces in eV/Å.

Results
Total charge: 0
E_LUMO (Ha): 0.01625
Calculated total energy (a.u.): -1290.64254
Multiplicity: 1
Energy above the lowest of the compared OMol25 structures with the same formula, charge and spin (eV): 2.229



# 2
This record from the Open Molecules 2025 dataset describes a molecular structure, C16H16AsFN2O8W. The level of theory is the ωB97M-V functional and the def2-TZVPD basis.

Structure (XYZ):
```
45
Properties=species:S:1:pos:R:3:forces:R:3:lowdin_charge:R:1
W 0.9547 0.8450 1.6470 -1.1 0.0 -0.4 1.764
O 4.6598 -3.6605 3.9148 0.0 0.0 0.0 0.100
C 3.8830 -2.6582 3.4721 0.0 0.0 0.0 -0.264
C 3.7964 -1.4278 4.1297 0.0 0.0 0.0 0.090
C 2.9614 -0.4790 3.5814 0.0 0.0 0.0 -0.140
N 2.2104 -0.7613 2.5352 0.2 -0.1 0.3 -0.003
C 2.4314 -1.8372 1.7919 0.1 0.2 -0.2 -0.141
C 3.2581 -2.8402 2.2293 -0.1 -0.1 0.1 0.104
C 2.0535 -1.5169 0.3523 0.0 -0.2 0.0 -0.538
O 1.9607 -2.3284 -0.5267 0.0 0.0 0.0 0.126
O 1.9664 -0.2002 0.2079 0.1 -0.1 -0.2 -0.260
C 3.0548 1.0345 3.7217 0.1 -0.1 0.0 -0.522
O 3.6045 1.5873 4.6329 0.0 0.0 0.0 0.134
O 2.5822 1.6074 2.6285 0.0 0.1 0.3 -0.174
H 5.0876 -3.4170 4.7439 0.0 0.0 0.0 0.122
H 4.4258 -1.1781 4.9742 0.0 0.0 0.0 0.138
H 3.4780 -3.6995 1.6127 0.0 0.0 0.0 0.143
O -1.9163 2.3014 2.8143 -0.4 0.2 0.0 0.156
N -0.8485 2.5033 3.0655 0.4 -0.5 0.4 0.057
O -0.0694 1.0297 3.1953 0.0 0.1 -0.4 -0.403
O 0.7313 2.5008 1.2522 0.2 0.3 -0.3 -0.504
F -0.2529 -0.7492 1.4363 0.4 0.4 0.4 -0.481
C 0.5010 0.4256 -2.3557 0.0 0.0 0.0 -0.256
As -0.5222 0.9154 -0.7877 -0.1 -0.1 0.0 1.157
C -1.2104 2.6613 -1.2848 0.0 0.0 0.1 -0.270
C -2.0907 -0.2607 -0.8999 0.0 0.0 0.0 -0.299
C -2.8627 -0.1067 -2.1719 0.0 0.0 0.0 -0.314
C -2.5344 -0.8628 -3.2959 0.0 0.0 0.0 -0.063
C -3.2210 -0.6969 -4.4897 0.0 0.0 0.0 -0.082
C -4.2512 0.2283 -4.5795 0.0 0.0 0.0 -0.094
C -4.5928 0.9810 -3.4647 0.0 0.0 0.0 -0.085
C -3.9040 0.8138 -2.2730 0.0 0.0 0.0 -0.067
H -0.1015 0.5293 -3.2571 0.0 0.0 0.0 0.029
H 0.8522 -0.5981 -2.2410 0.0 0.0 0.0 0.023
H 1.3667 1.0841 -2.4082 0.0 0.0 0.0 0.039
H -1.6557 2.6344 -2.2776 0.0 0.0 0.0 0.030
H -0.3798 3.3645 -1.2569 0.0 0.0 0.0 0.029
H -1.9560 2.9800 -0.5571 0.0 0.0 0.0 0.027
H -2.6949 -0.0457 -0.0184 0.0 0.0 0.0 0.078
H -1.6951 -1.2690 -0.7784 0.0 0.0 0.0 0.079
H -1.7363 -1.5933 -3.2284 0.0 0.0 0.0 0.114
H -2.9537 -1.2960 -5.3507 0.0 0.0 0.0 0.103
H -4.7890 0.3567 -5.5096 0.0 0.0 0.0 0.100
H -5.4016 1.6983 -3.5220 0.0 0.0 0.0 0.102
H -4.1799 1.4009 -1.4041 0.0 0.0 0.0 0.111
```
Positions in Å, forces in eV/Å.

Results
Total charge: 0
E_LUMO (Ha): -0.04411
Calculated total energy (a.u.): -3733.50769
Multiplicity: 1
Energy above the lowest of the compared OMol25 structures with the same formula, charge and spin (eV): 1.013



# 3
This record from the Open Molecules 2025 dataset describes a molecular structure, C16H16BN6Pd. The level of theory is the ωB97M-V functional and the def2-TZVPD basis.

Structure (XYZ):
```
40
Properties=species:S:1:pos:R:3:forces:R:3:mulliken_spin:R:1
Pd -0.1900 -0.7591 -0.9892 -0.4 0.3 0.3 1.432
C 4.1401 -1.0115 -1.5886 0.1 0.0 0.1 0.002
C 4.6330 -0.8584 -0.3021 -0.1 0.0 -0.1 0.007
C 3.7511 -0.8670 0.7664 0.0 0.0 0.1 0.000
C 2.3932 -1.0214 0.5281 0.1 0.0 -0.1 -0.019
N 1.9261 -1.1627 -0.7241 0.0 0.3 -0.2 0.030
C 2.7759 -1.1587 -1.7538 0.1 -0.1 0.0 0.000
C 1.3731 -1.0069 1.6027 -0.2 0.0 0.2 0.043
C 1.6772 -1.0149 2.9565 0.1 0.0 -0.1 0.007
C 0.6483 -0.9359 3.8819 -0.1 0.0 0.0 -0.004
C -0.6632 -0.8703 3.4392 0.1 0.0 0.1 0.006
C -0.8979 -0.9010 2.0762 -0.1 -0.1 0.1 0.004
N 0.0958 -0.9679 1.1966 0.0 0.3 -0.5 0.134
H 4.7956 -1.0121 -2.4472 0.0 0.0 0.0 0.000
H 5.6932 -0.7302 -0.1324 0.0 0.0 0.0 0.000
H 4.1213 -0.7362 1.7722 0.0 0.0 0.0 0.001
H 2.3423 -1.2907 -2.7364 0.0 0.1 0.0 0.005
H 2.7012 -1.0913 3.2913 0.0 0.0 0.0 0.001
H 0.8707 -0.9260 4.9401 0.0 0.0 0.0 0.000
H -1.4879 -0.8014 4.1334 0.0 0.0 0.0 0.001
H -1.9033 -0.8819 1.6731 0.0 0.1 0.0 0.008
B -2.8249 1.7842 -1.1806 -0.2 0.2 -0.2 0.001
N -3.0964 0.2480 -1.1261 -0.2 -0.1 0.2 0.005
C -4.3273 -0.2516 -0.9698 0.1 0.0 0.1 0.013
C -4.2791 -1.6328 -1.0819 0.1 -0.1 -0.1 0.015
C -2.9420 -1.9101 -1.3241 -0.3 0.1 0.0 0.000
N -2.2474 -0.7611 -1.3631 0.5 -0.4 0.1 0.092
N -1.3091 2.1636 -1.1362 0.1 0.1 0.2 0.026
C -0.8946 3.4290 -1.0104 0.1 0.0 -0.1 0.018
C 0.4910 3.4626 -1.0450 0.1 -0.1 0.1 0.014
C 0.8626 2.1338 -1.1823 -0.1 0.3 -0.1 0.012
N -0.2378 1.3723 -1.2633 0.4 -0.7 0.3 0.138
H -3.3534 2.2818 -0.2226 0.0 0.0 0.1 0.000
H -3.2879 2.2125 -2.2057 0.0 0.0 -0.1 -0.001
H -5.1676 0.3999 -0.7974 0.0 0.1 0.0 0.000
H -5.0973 -2.3280 -1.0176 0.0 0.0 0.0 0.000
H -2.4593 -2.8597 -1.4893 0.1 0.0 0.0 0.007
H -1.6036 4.2357 -0.9277 -0.1 -0.1 0.0 0.000
H 1.1313 4.3245 -0.9809 0.0 0.0 0.0 0.001
H 1.8470 1.7010 -1.2599 0.0 -0.1 0.0 0.001
```
Positions in Å, forces in eV/Å.

Results
Total charge: +1
E_LUMO (alpha / beta) (Ha): -0.14437 / -0.18628
Calculated total energy (a.u.): -1100.37265
<S²>: 2.005
Multiplicity: 3
Energy above the lowest of the compared OMol25 structures with the same formula, charge and spin (eV): 0.000



# 4
This record from the Open Molecules 2025 dataset describes a single C16H16BrN3O3S molecule. The level of theory is the ωB97M-V functional and the def2-TZVPD basis.

Structure (XYZ):
```
40
Properties=species:S:1:pos:R:3:forces:R:3:lowdin_charge:R:1
O 0.4838 0.2629 -0.9380 0.0 0.2 -0.2 0.085
C 0.3736 -0.7756 -0.3313 -0.1 -0.3 0.3 -0.400
N -0.8088 -1.2627 0.1510 0.2 -0.3 0.1 0.159
C -2.0750 -0.7018 0.0737 -0.5 0.3 -0.1 -0.283
C -2.3515 0.5203 -0.5434 0.1 0.0 0.0 0.014
C -3.6598 0.9618 -0.5477 -0.2 -0.3 0.2 -0.098
C -4.6316 0.1746 0.0567 -0.1 0.1 -0.1 -0.676
Br -6.4468 0.7316 0.0793 0.2 -0.1 0.0 0.724
C -4.2630 -1.0256 0.6437 -0.3 0.3 -0.1 -0.186
N -3.0154 -1.4476 0.6477 0.6 -0.2 0.0 0.119
C 1.5460 -1.7050 -0.0275 -0.2 0.2 0.4 -0.245
C 1.4699 -3.0245 -0.8266 0.2 0.1 -0.1 -0.111
C 2.9182 -3.2609 -1.2560 0.0 0.2 0.0 -0.143
C 3.4274 -1.8350 -1.4666 0.4 -0.2 -0.5 -0.178
N 2.7910 -1.0681 -0.4149 0.5 0.3 1.0 -0.193
S 3.7801 -0.5320 0.8304 -0.1 0.0 -0.2 0.699
O 4.9655 -1.3420 0.9215 0.0 0.2 -0.2 -0.287
O 2.9550 -0.4161 2.0005 -0.2 0.2 -0.1 -0.273
C 4.2416 1.0979 0.2616 -0.1 -0.5 0.1 -0.264
C 3.2893 1.8981 -0.3386 -0.2 0.1 -0.1 -0.046
C 3.6486 3.1726 -0.7474 0.0 -0.1 0.1 -0.063
C 4.9431 3.6275 -0.5493 0.0 0.0 0.0 -0.077
C 5.8883 2.8120 0.0527 0.0 0.0 0.0 -0.071
C 5.5358 1.5361 0.4624 0.2 -0.1 0.1 -0.057
H -0.8008 -2.1365 0.6616 0.0 0.1 -0.1 0.152
H -1.5618 1.0939 -0.9972 0.0 0.0 0.0 0.101
H -3.9235 1.9003 -1.0109 0.0 0.1 0.0 0.107
H -4.9875 -1.6681 1.1245 -0.1 0.0 0.0 0.106
H 1.5682 -1.8776 1.0551 -0.2 -0.1 -0.2 0.145
H 0.8380 -2.8859 -1.7061 0.0 0.0 0.0 0.124
H 1.0704 -3.8427 -0.2308 -0.1 0.0 0.0 0.117
H 3.4814 -3.7261 -0.4466 0.0 0.0 0.0 0.119
H 2.9980 -3.8749 -2.1502 0.0 -0.1 0.0 0.114
H 3.1120 -1.4393 -2.4378 0.1 0.0 0.0 0.130
H 4.5077 -1.7451 -1.3651 0.0 -0.1 -0.2 0.116
H 2.2926 1.5167 -0.4916 -0.1 0.0 -0.1 0.090
H 2.9173 3.8101 -1.2205 -0.1 0.0 0.0 0.107
H 5.2177 4.6225 -0.8674 0.0 0.1 0.0 0.104
H 6.8961 3.1682 0.2034 0.1 0.0 0.0 0.106
H 6.2446 0.8706 0.9292 0.2 0.0 0.0 0.112
```
Positions in Å, forces in eV/Å.

Results
Total charge: 0
E_LUMO (Ha): 0.02402
Calculated total energy (a.u.): -3981.51817
Multiplicity: 1
Energy above the lowest of the compared OMol25 structures with the same formula, charge and spin (eV): 0.000



Copy entry 2 word for word.
This record from the Open Molecules 2025 dataset describes a molecular structure, C16H16AsFN2O8W. The level of theory is the ωB97M-V functional and the def2-TZVPD basis.

Structure (XYZ):
```
45
Properties=species:S:1:pos:R:3:forces:R:3:lowdin_charge:R:1
W 0.9547 0.8450 1.6470 -1.1 0.0 -0.4 1.764
O 4.6598 -3.6605 3.9148 0.0 0.0 0.0 0.100
C 3.8830 -2.6582 3.4721 0.0 0.0 0.0 -0.264
C 3.7964 -1.4278 4.1297 0.0 0.0 0.0 0.090
C 2.9614 -0.4790 3.5814 0.0 0.0 0.0 -0.140
N 2.2104 -0.7613 2.5352 0.2 -0.1 0.3 -0.003
C 2.4314 -1.8372 1.7919 0.1 0.2 -0.2 -0.141
C 3.2581 -2.8402 2.2293 -0.1 -0.1 0.1 0.104
C 2.0535 -1.5169 0.3523 0.0 -0.2 0.0 -0.538
O 1.9607 -2.3284 -0.5267 0.0 0.0 0.0 0.126
O 1.9664 -0.2002 0.2079 0.1 -0.1 -0.2 -0.260
C 3.0548 1.0345 3.7217 0.1 -0.1 0.0 -0.522
O 3.6045 1.5873 4.6329 0.0 0.0 0.0 0.134
O 2.5822 1.6074 2.6285 0.0 0.1 0.3 -0.174
H 5.0876 -3.4170 4.7439 0.0 0.0 0.0 0.122
H 4.4258 -1.1781 4.9742 0.0 0.0 0.0 0.138
H 3.4780 -3.6995 1.6127 0.0 0.0 0.0 0.143
O -1.9163 2.3014 2.8143 -0.4 0.2 0.0 0.156
N -0.8485 2.5033 3.0655 0.4 -0.5 0.4 0.057
O -0.0694 1.0297 3.1953 0.0 0.1 -0.4 -0.403
O 0.7313 2.5008 1.2522 0.2 0.3 -0.3 -0.504
F -0.2529 -0.7492 1.4363 0.4 0.4 0.4 -0.481
C 0.5010 0.4256 -2.3557 0.0 0.0 0.0 -0.256
As -0.5222 0.9154 -0.7877 -0.1 -0.1 0.0 1.157
C -1.2104 2.6613 -1.2848 0.0 0.0 0.1 -0.270
C -2.0907 -0.2607 -0.8999 0.0 0.0 0.0 -0.299
C -2.8627 -0.1067 -2.1719 0.0 0.0 0.0 -0.314
C -2.5344 -0.8628 -3.2959 0.0 0.0 0.0 -0.063
C -3.2210 -0.6969 -4.4897 0.0 0.0 0.0 -0.082
C -4.2512 0.2283 -4.5795 0.0 0.0 0.0 -0.094
C -4.5928 0.9810 -3.4647 0.0 0.0 0.0 -0.085
C -3.9040 0.8138 -2.2730 0.0 0.0 0.0 -0.067
H -0.1015 0.5293 -3.2571 0.0 0.0 0.0 0.029
H 0.8522 -0.5981 -2.2410 0.0 0.0 0.0 0.023
H 1.3667 1.0841 -2.4082 0.0 0.0 0.0 0.039
H -1.6557 2.6344 -2.2776 0.0 0.0 0.0 0.030
H -0.3798 3.3645 -1.2569 0.0 0.0 0.0 0.029
H -1.9560 2.9800 -0.5571 0.0 0.0 0.0 0.027
H -2.6949 -0.0457 -0.0184 0.0 0.0 0.0 0.078
H -1.6951 -1.2690 -0.7784 0.0 0.0 0.0 0.079
H -1.7363 -1.5933 -3.2284 0.0 0.0 0.0 0.114
H -2.9537 -1.2960 -5.3507 0.0 0.0 0.0 0.103
H -4.7890 0.3567 -5.5096 0.0 0.0 0.0 0.100
H -5.4016 1.6983 -3.5220 0.0 0.0 0.0 0.102
H -4.1799 1.4009 -1.4041 0.0 0.0 0.0 0.111
```
Positions in Å, forces in eV/Å.

Results
Total charge: 0
E_LUMO (Ha): -0.04411
Calculated total energy (a.u.): -3733.50769
Multiplicity: 1
Energy above the lowest of the compared OMol25 structures with the same formula, charge and spin (eV): 1.013